(1)
This record from the Open Molecules 2025 dataset describes an isolated molecule of C4H3ClF2O in a non-equilibrium geometry. The level of theory is the ωB97M-V functional and the def2-TZVPD basis.

The expectation value of S² is 2.01. As for the HOMO energy (alpha / beta): -5.8 / -10.2 eV. The calculation puts the energy above the lowest of the compared OMol25 structures with the same formula, charge and spin at 0.0 kJ/mol. The spin multiplicity is 3.

Geometry (Å):
1 C 0.5006 -1.6836 -0.1906
2 C -0.4813 -0.8034 0.0845
3 C -0.1458 1.6227 -0.6493
4 C -0.2612 0.5426 0.6771
5 O -0.9600 1.8572 -1.4747
6 F -1.2711 0.8745 1.4809
7 F 0.8467 0.6272 1.4491
8 Cl 1.4863 2.1796 -0.7353
9 H 0.2758 -2.5304 -0.6830
10 H 1.5260 -1.6394 0.2906
11 H -1.5160 -1.0469 -0.2493

Forces on atoms 1 to 2 (eV/Å):
4.45 0.38 1.83
-2.26 3.67 0.32

(2)
This record from the Open Molecules 2025 dataset describes a structure of composition C31H35AsBrLaN5O7S in a non-equilibrium geometry. The level of theory is the ωB97M-V functional and the def2-TZVPD basis.

The charge is -1. As for the HOMO energy: -5.0 eV. The calculation puts the energy above the lowest of the compared OMol25 structures with the same formula, charge and spin at 7.2 kJ/mol. The spin multiplicity is 1.

Geometry (Å):
1 La -0.0833 1.4484 -0.4002
2 Br -0.3593 4.3331 1.5236
3 C 1.0258 5.2318 0.5253
4 C 1.6722 6.2185 1.1503
5 C 2.4172 7.0925 0.4029
6 C 2.6630 6.9246 -0.9010
7 C 2.0962 5.8193 -1.5574
8 C 2.5201 5.4523 -2.9071
9 C 2.1599 4.2609 -3.3942
10 C 1.3879 3.3660 -2.6214
11 C 0.9004 3.6232 -1.3561
12 C 1.2872 4.9027 -0.8704
13 H 1.5747 6.4581 2.2091
14 H 2.8660 7.8991 0.9120
15 H 3.3124 7.5309 -1.5232
16 H 3.0263 6.1883 -3.5556
17 H 2.4171 4.0425 -4.4212
18 H 1.1344 2.3231 -3.0024
19 O -0.7889 0.6766 -2.6691
20 N -0.2199 -0.2334 -3.3089
21 N 0.8309 -0.6669 -2.7271
22 O 1.2634 -0.2095 -1.5751
23 C 1.3977 -1.8124 -3.2929
24 C 2.2972 -2.5632 -2.5574
25 C 2.8032 -3.7289 -3.0995
26 C 2.4721 -4.1254 -4.3720
27 C 1.5744 -3.3550 -5.1508
28 C 1.0643 -2.1831 -4.5981
29 H 2.5171 -2.2411 -1.5581
30 H 3.5239 -4.4179 -2.5879
31 H 2.8799 -5.0933 -4.7718
32 H 1.2358 -3.7016 -6.1167
33 H 0.4535 -1.6129 -5.2874
34 O 4.8160 -0.3457 4.9623
35 C 3.6401 -0.7660 4.7964
36 O 3.0806 -1.7462 5.3648
37 C 2.7737 -0.0792 3.7438
38 C 3.3966 0.6018 2.7380
39 C 2.6188 1.0687 1.6956
40 N 1.2886 0.9067 1.6549
41 C 0.6908 0.3517 2.7024
42 C 1.3914 -0.1484 3.7811
43 C -0.8151 0.2456 2.6871
44 O -1.3840 -0.2051 3.6811
45 O -1.4195 0.6076 1.6043
46 H 4.4689 0.6948 2.8275
47 H 3.0261 1.5991 0.8446
48 H 0.8577 -0.7142 4.5116
49 C -3.8503 2.3665 1.6647
50 As -3.6214 1.1434 0.2290
51 C -4.0138 -0.4805 1.1098
52 C -5.0514 1.2468 -1.0468
53 O -2.3908 1.3705 -0.8716
54 H -4.8660 2.2122 2.0349
55 H -3.7513 3.4620 1.4782
56 H -3.1469 2.0886 2.4075
57 H -3.9815 -1.3618 0.4663
58 H -5.0393 -0.3429 1.5812
59 H -3.2193 -0.5406 1.9154
60 H -6.0985 1.3642 -0.7526
61 H -5.0236 0.2858 -1.5568
62 H -4.7267 1.9885 -1.7997
63 C -1.9406 -4.1577 2.5537
64 N -0.6793 -4.3319 1.7430
65 C 0.4865 -4.7336 2.5501
66 C -0.5213 -3.3427 0.7775
67 S 0.8624 -2.4016 0.6751
68 N -1.5897 -3.1959 -0.0469
69 C -2.5506 -4.3001 -0.2331
70 C -1.5896 -2.0837 -0.9825
71 H -1.6216 -3.8488 3.5796
72 H -2.5257 -5.0791 2.6283
73 H -2.5398 -3.4210 2.0749
74 H 0.5735 -4.0207 3.3659
75 H 1.3686 -4.7213 1.9488
76 H 0.3912 -5.7327 2.9662
77 H -2.2889 -5.1182 0.4358
78 H -2.4153 -4.7294 -1.2321
79 H -3.6192 -3.9888 -0.0857
80 H -1.5031 -1.1930 -0.4225
81 H -2.4975 -2.2525 -1.5560
82 H -0.7723 -2.0682 -1.7352

Forces on atoms 1 to 2 (eV/Å):
-0.04 -0.19 -0.15
0.42 -0.31 -0.33